Molecular formula: C3H4OS2
Method: DFT, ωB97M-V/def2-TZVPD

Properties
gap between HOMO and LUMO = 7.6 eV
LUMO level = -1.48 eV
molecular weight = 120.2 g mol⁻¹
SMILES = CC(=O)C(=S)S
DFT total energy = -988.23909 a.u.
relative energy (zero: lowest compared OMol25 entry of this formula, charge and spin) = 58.4 kcal per mole

Geometry as XYZ:
```
10
Properties=species:S:1:pos:R:3:forces:R:3:mulliken_charge:R:1
C 0.0565 -1.4758 0.5202 0.8 2.1 -6.4 -1.14
C 0.3398 0.1261 0.1780 1.5 0.2 1.6 0.50
O 1.3670 0.6315 0.6631 -2.6 -1.4 -1.1 -0.53
C -0.5490 1.0346 -0.7511 -1.9 -3.2 -1.2 0.20
S -1.5923 0.0141 -1.7043 1.9 2.8 1.5 -0.20
S -0.3838 2.7820 -0.7182 1.0 -1.9 2.2 -0.15
H -0.8456 -1.9867 0.6172 -1.9 0.2 1.0 0.40
H 0.8382 -1.6794 1.0988 2.6 -0.9 3.3 0.39
H 0.4062 -2.0771 -0.4427 -0.5 1.6 1.3 0.30
H 0.3628 2.6307 0.5391 -0.9 0.6 -2.1 0.21
```
Forces are in eV/Å.



Molecular formula: C9H13NO2
Method: DFT, ωB97M-V/def2-TZVPD

Properties
gap between HOMO and LUMO = 9.0 eV
LUMO level = 0.54 eV
molecular weight = 167.2 g mol⁻¹
SMILES = Cc1ccc(O)cc1.CC(N)=O
DFT total energy = -555.92984 a.u.
relative energy (zero: lowest compared OMol25 entry of this formula, charge and spin) = 46.4 kcal per mole

Geometry as XYZ:
```
25
Properties=species:S:1:pos:R:3:forces:R:3:mulliken_charge:R:1
C 1.6791 -0.5721 -2.3364 0.3 1.1 -0.2 -1.45
C 0.4923 -0.8556 -1.5086 -1.7 2.4 1.0 0.93
C -0.8606 -0.3875 -1.8519 0.1 -1.9 0.9 -0.69
C -1.9157 -0.7008 -0.9421 1.4 0.0 0.9 -0.46
C -1.5405 -1.3017 0.3091 -0.6 -0.4 -2.0 0.87
O -2.6601 -1.8079 0.9673 1.9 -0.7 2.8 -0.57
C -0.2064 -1.5968 0.6387 -0.8 -1.5 1.0 -0.73
C 0.8338 -1.3161 -0.2274 -0.9 -0.6 -2.0 -0.50
H 2.2840 0.2927 -1.8962 -0.3 -1.6 -0.4 0.23
H 1.3474 -0.1715 -3.2667 0.0 0.0 -1.1 0.43
H 2.1637 -1.5428 -2.4648 0.8 0.6 -0.2 0.39
H -1.1314 -0.0363 -2.8826 0.6 -0.2 1.2 0.29
H -3.0290 -0.5935 -1.0592 1.5 0.2 -0.4 0.35
H -2.3456 -2.2435 1.8504 -0.9 1.1 -2.4 0.32
H -0.0159 -2.3298 1.4501 -0.2 0.9 -0.1 0.24
H 1.8842 -1.6831 -0.1807 -1.0 0.4 0.8 0.33
C 1.3820 2.1908 1.2464 2.0 -2.7 0.3 -0.72
C -0.0505 2.3175 1.5771 -4.1 1.3 -1.4 0.66
N -0.8379 1.2328 1.8671 1.4 -1.4 0.8 -0.31
O -0.6451 3.3624 1.3379 0.9 0.7 0.5 -0.64
H 1.5100 1.8561 0.1704 -0.3 1.3 0.9 0.06
H 1.8661 1.2521 1.7029 -0.6 1.4 0.0 0.29
H 1.9213 3.1021 1.5771 -0.3 -0.7 -0.7 0.31
H -1.8688 1.1239 2.0241 1.9 0.9 -0.5 0.22
H -0.2566 0.4087 1.8979 -0.8 -0.4 0.2 0.15
```
Forces are in eV/Å.



Molecular formula: C3H10O2S
Method: DFT, ωB97M-V/def2-TZVPD

Properties
gap between HOMO and LUMO = 9.9 eV
LUMO level = 0.71 eV
molecular weight = 110.2 g mol⁻¹
SMILES = OCCCS.O
DFT total energy = -668.89630 a.u.
relative energy (zero: lowest compared OMol25 entry of this formula, charge and spin) = 33.9 kcal per mole

Geometry as XYZ:
```
16
Properties=species:S:1:pos:R:3:forces:R:3:mulliken_charge:R:1
O -0.0620 -0.8043 2.1151 1.4 -1.5 -1.2 -0.51
C -0.7786 -1.7245 1.2161 1.5 2.2 1.0 -0.38
C -0.1192 -1.6380 -0.1160 0.0 -0.6 -2.9 -0.36
C 1.3962 -1.9269 -0.2687 0.6 1.5 1.0 -0.68
S 2.3806 -2.0032 -1.9037 -1.3 -0.3 0.6 -0.23
H -0.5682 -0.2864 2.7102 -1.3 0.2 0.6 0.28
H -1.7255 -1.1908 1.0671 -0.5 -1.5 0.2 0.30
H -0.6502 -2.7599 1.4947 -1.0 -0.2 1.1 0.30
H -0.3864 -0.6184 -0.3929 0.2 -0.2 -1.2 0.31
H -0.6100 -2.5100 -0.7068 0.2 1.9 0.3 0.25
H 1.9913 -1.1344 0.2333 -0.6 -0.7 0.2 0.29
H 1.4542 -2.8518 0.2813 1.1 -0.6 -0.1 0.30
H 3.2423 -0.9826 -1.7095 -0.4 -0.1 0.3 0.13
O -1.7503 7.2515 -1.2955 0.2 -2.6 1.1 -0.64
H -2.2322 6.7636 -1.9699 -0.3 0.7 -0.8 0.31
H -1.5819 6.4161 -0.7548 0.2 2.0 -0.3 0.32
```
Forces are in eV/Å.



Molecular formula: C48H57AsCsN3OPS4
Method: DFT, ωB97M-V/def2-TZVPD

Properties
gap between HOMO and LUMO = 5.6 eV
LUMO level = 1.71 eV
molecular weight = 1059.1 g mol⁻¹
net charge = -1
DFT total energy = -6292.87026 a.u.
relative energy (zero: lowest compared OMol25 entry of this formula, charge and spin) = 33.0 kcal per mole

Geometry as XYZ:
```
116
Properties=species:S:1:pos:R:3:forces:R:3:mulliken_charge:R:1
Cs 1.4911 -0.0883 0.1882 0.3 0.1 0.5 1.32
S 0.9029 -0.9020 3.2857 -0.2 -0.4 0.3 -0.20
C 0.8425 0.3951 4.4271 0.0 0.0 0.2 -0.13
C 1.2478 0.2591 5.7626 0.0 0.2 0.1 -0.72
C 1.1837 1.3245 6.6505 0.0 0.0 0.0 -0.57
C 0.7051 2.5616 6.2337 0.0 0.0 0.0 -0.82
C 0.2893 2.7251 4.9154 0.0 0.1 0.0 -0.56
C 0.3559 1.6593 4.0307 0.0 0.2 0.0 0.30
S -0.1369 1.7021 2.3370 -0.2 0.2 0.2 0.56
C -0.3921 3.4685 1.9549 0.1 -0.1 0.2 -1.22
C -0.8609 3.5095 0.5248 -0.2 0.1 -0.1 0.52
C -1.9451 4.2940 0.1452 0.0 0.0 0.0 -0.82
C -2.3550 4.2572 -1.1795 0.0 0.0 0.0 -0.87
C -1.7018 3.4230 -2.0691 0.0 0.0 0.0 -0.95
C -0.6372 2.6477 -1.6090 -0.2 0.3 0.1 -0.72
C 0.1085 1.7002 -2.4677 0.2 -0.2 -0.2 0.54
S 1.7249 -0.4259 -3.0518 0.0 0.1 -0.4 0.19
C 2.5068 -1.9506 -3.4689 0.0 -0.2 -0.1 0.11
C 2.5638 -2.3207 -4.8196 0.0 -0.1 0.0 -0.30
C 3.1925 -3.4764 -5.2375 0.0 0.0 -0.2 -0.79
C 3.8069 -4.2874 -4.2814 0.0 0.0 0.1 -0.56
C 3.8215 -3.9052 -2.9570 -0.1 0.0 -0.3 -0.66
C 3.2068 -2.7144 -2.4958 0.0 -0.1 -0.2 0.24
S 3.4264 -2.2851 -0.8450 0.3 -0.3 0.1 -0.31
N -0.2206 2.7252 -0.3419 0.0 0.0 0.1 0.64
H 1.6297 -0.7029 6.0845 0.0 0.0 0.0 0.44
H 1.5141 1.1858 7.6750 0.0 0.0 0.0 0.35
H 0.6541 3.3971 6.9226 0.0 0.0 0.0 0.35
H -0.0893 3.6894 4.5893 0.0 -0.1 0.0 0.27
H 0.5502 4.0127 2.0681 0.0 0.0 0.0 0.48
H -1.1421 3.9273 2.6022 0.0 0.0 0.0 0.50
H -2.4552 4.9128 0.8746 0.0 0.0 0.0 0.46
H -3.1898 4.8650 -1.5108 0.0 0.0 0.0 0.42
H -2.0143 3.3587 -3.1057 0.0 0.0 0.1 0.47
H 1.0910 1.5737 -2.0207 0.0 0.1 -0.1 -0.99
H 0.2463 2.0924 -3.4775 0.0 0.0 0.1 0.89
H 2.1038 -1.6632 -5.5508 0.0 0.0 0.0 0.37
H 3.2166 -3.7409 -6.2901 0.0 0.0 0.1 0.36
H 4.2992 -5.2093 -4.5797 0.0 0.1 0.0 0.34
H 4.3326 -4.5132 -2.2218 0.0 0.0 0.0 0.42
C -2.1947 -2.3395 5.7069 0.0 0.0 0.0 -1.27
C -2.8429 -1.8190 4.4265 0.0 -0.3 0.2 0.03
N -3.7040 -2.8211 3.7885 0.3 0.0 -0.2 0.52
C -5.0670 -2.8848 4.2911 -0.1 0.0 -0.1 -0.85
C -5.9995 -1.9878 3.4855 0.0 0.0 0.0 -1.11
C -3.2926 -3.8278 2.9589 0.0 -0.1 0.1 0.06
O -4.0288 -4.7790 2.7076 0.3 0.1 -0.1 -0.71
C -1.9257 -3.7674 2.3020 -0.2 0.5 -0.1 0.22
C -1.0410 -4.8337 2.3887 0.0 -0.1 0.0 -0.37
C 0.1246 -4.8039 1.6420 -0.1 -0.1 0.0 -1.00
C 0.3653 -3.7267 0.7981 0.0 0.1 0.1 -0.21
N -0.4754 -2.6979 0.6917 -0.3 0.0 0.4 0.55
C -1.5818 -2.7219 1.4435 0.0 -0.2 0.0 -0.36
H -1.6112 -1.5396 6.1714 0.0 -0.1 0.0 0.35
H -1.5086 -3.1568 5.4680 -0.1 0.1 0.0 0.25
H -2.9404 -2.7015 6.4239 0.1 0.0 -0.1 0.39
H -2.0626 -1.4907 3.7635 0.4 0.1 -0.4 -0.30
H -3.4606 -0.9446 4.6428 -0.1 0.0 0.0 0.40
H -5.0632 -2.5860 5.3406 0.0 0.0 0.0 0.35
H -5.3997 -3.9174 4.2321 0.0 0.0 0.0 0.49
H -5.6594 -0.9480 3.5121 0.0 -0.1 0.0 0.25
H -7.0155 -2.0275 3.8878 0.0 0.0 0.0 0.43
H -6.0235 -2.3157 2.4435 0.0 0.0 0.1 0.27
H -1.2849 -5.6831 3.0174 0.0 0.0 0.0 0.49
H 0.8413 -5.6139 1.6905 0.0 0.0 0.0 0.45
H 1.2724 -3.6745 0.1954 -0.1 0.0 0.1 0.10
H -2.2696 -1.8877 1.3213 0.1 0.0 0.0 0.52
C 5.9513 2.2072 0.2675 -0.1 0.0 0.0 -1.24
C 5.4861 2.6044 -1.1311 -0.1 0.0 0.1 -0.67
As 3.5121 2.6149 -1.2202 0.2 0.2 -0.1 0.46
C 3.2237 3.3405 -3.0489 0.1 0.0 0.1 -0.26
C 4.4110 3.9856 -3.7536 0.0 0.0 0.1 -1.39
C 3.1258 4.2400 -0.1564 0.1 0.0 -0.1 -0.35
C 3.8690 5.5224 -0.5059 0.1 0.0 -0.1 -1.31
H 7.0403 2.1547 0.3248 0.0 0.0 0.0 0.37
H 5.5537 1.2279 0.5401 0.0 0.0 0.0 0.30
H 5.6133 2.9277 1.0177 0.0 0.0 0.0 0.27
H 5.8237 1.8664 -1.8590 0.0 0.0 0.0 0.43
H 5.9038 3.5690 -1.4238 0.0 0.0 0.0 0.40
H 2.3947 4.0465 -2.9627 -0.1 0.0 0.0 0.34
H 2.8599 2.4975 -3.6382 0.0 -0.1 0.0 0.20
H 4.8081 4.8343 -3.1916 0.0 -0.1 -0.1 0.26
H 4.1259 4.3475 -4.7453 0.0 0.0 0.0 0.44
H 5.2223 3.2684 -3.8888 0.0 0.0 0.0 0.29
H 3.2988 3.9641 0.8861 0.0 0.0 0.0 0.50
H 2.0487 4.3819 -0.2565 -0.1 0.0 0.0 0.08
H 4.9520 5.3953 -0.4149 -0.1 0.0 0.0 0.26
H 3.5790 6.3429 0.1572 0.0 0.0 0.0 0.43
H 3.6513 5.8357 -1.5310 0.0 0.0 0.1 0.22
C -1.2080 0.3308 -4.5575 -0.1 0.1 0.0 -2.04
P -0.6478 -0.0947 -2.8728 0.0 -0.2 -0.2 2.32
C -0.9565 -1.9460 -2.9643 -0.1 0.0 0.0 0.49
C -0.4746 -2.6164 -4.0889 0.1 0.0 0.1 -0.59
C -0.6736 -3.9768 -4.2541 0.0 0.0 -0.1 -0.81
C -1.3819 -4.6949 -3.2999 0.0 0.0 0.0 -0.83
C -1.9088 -4.0332 -2.2039 -0.1 -0.1 0.1 -0.47
C -1.7055 -2.6682 -2.0415 0.0 0.0 -0.1 -0.97
C -2.1305 0.2304 -1.7938 -0.1 -0.1 0.1 0.53
C -1.9836 0.2062 -0.4044 0.0 -0.1 -0.2 2.50
C -3.0430 0.5230 0.4322 0.0 0.0 0.1 -0.49
C -4.2802 0.8510 -0.1061 0.0 0.0 0.0 -1.02
C -4.4481 0.8473 -1.4831 -0.1 0.0 0.0 -0.98
C -3.3822 0.5422 -2.3204 0.1 0.0 -0.1 -0.97
H -1.6463 1.3283 -4.5643 0.0 0.0 0.0 0.58
H -1.9313 -0.3997 -4.9132 0.0 0.0 0.0 0.50
H -0.3340 0.3210 -5.2046 0.0 0.0 0.0 0.36
H 0.0674 -2.0684 -4.8432 0.1 0.0 0.0 0.49
H -0.2603 -4.4766 -5.1247 0.0 0.1 0.1 0.40
H -1.5316 -5.7623 -3.4166 0.0 0.0 0.0 0.39
H -2.4790 -4.5761 -1.4553 0.1 0.0 -0.1 0.49
H -2.1488 -2.1814 -1.1900 0.0 0.0 0.1 0.39
H -1.0334 -0.1020 0.0242 -0.5 0.2 0.1 -2.31
H -2.8902 0.5182 1.5076 0.0 0.0 -0.1 0.51
H -5.1100 1.0982 0.5466 0.0 0.0 0.0 0.44
H -5.4156 1.0894 -1.9121 0.1 0.0 0.0 0.35
H -3.5418 0.5516 -3.3938 0.0 0.0 0.1 0.42
```
Forces are in eV/Å.